# C44H119N5O18

13 unconnected molecules or ions with the total composition C44H119N5O18 at a distorted geometry (the ωB97M-V functional and the def2-TZVPD basis, the OMol25 dataset).

Last column: Mulliken charge in e.
Atoms and positions in Å:
C  -0.630320  -0.767609  -0.187963  -0.257
H  -5.283811  4.931341  1.120759  0.382
C  0.915805  -6.380285  -3.221300  -0.186
H  0.702355  -1.979005  -5.487039  0.249
H  4.872467  2.213763  -1.207830  0.443
H  -1.414822  -0.864591  -6.865293  0.710
H  4.138729  5.423860  9.135497  0.259
H  7.407885  -4.348706  2.094497  0.301
H  -2.398785  4.377777  -2.578996  0.833
O  0.386915  6.775563  -0.322661  -0.556
O  -6.437635  -2.747092  -7.850087  -0.291
H  -2.378621  3.449708  -0.210346  0.169
H  -0.333775  -5.392326  0.272520  0.405
H  -0.641908  0.372114  1.671768  -0.293
H  -4.819112  -0.034693  -2.422231  0.515
N  -0.248374  -1.998356  3.280806  0.994
H  -0.419516  -3.805872  2.603267  0.401
H  0.280924  -3.693347  -5.619517  0.199
O  1.665413  1.512556  6.593757  -0.443
C  2.111987  -2.053591  3.078464  -0.186
H  -1.393381  -1.505472  4.997074  0.320
H  -4.107728  -0.137863  -0.797156  -0.040
H  1.865779  -0.462399  9.247023  0.442
C  -0.494597  -1.758507  -2.494861  -0.343
C  1.693103  0.242890  7.207593  -0.274
H  7.509055  -3.597142  -3.114884  0.240
H  -6.920968  -0.680600  -7.611624  0.368
C  3.353755  2.574502  10.630857  -0.407
C  3.657449  1.198770  10.220445  -0.942
H  5.463763  -2.169567  -2.695084  0.216
H  -3.983169  -2.532628  -6.409577  0.272
H  -4.866401  -0.892748  2.816865  0.455
C  -2.711159  -2.091242  3.392096  -0.768
H  -5.689469  -1.733648  -5.534512  0.440
H  4.939935  -5.097682  -2.196646  0.054
C  -0.535349  0.572228  0.605607  -0.133
H  2.450844  -0.419828  6.789587  0.235
H  6.054591  -2.427152  1.266615  0.239
H  2.001771  -2.504654  2.092317  -0.183
C  3.787365  4.844990  9.989639  -0.788
H  3.673768  1.912112  -3.944664  0.405
C  0.965324  -2.355880  4.015199  -0.546
H  6.620816  -5.590302  -1.789986  0.465
H  -3.530281  2.256662  -0.667645  -0.166
H  -2.744573  2.717466  -5.146210  0.305
C  0.629338  5.744550  -1.223001  -0.134
H  4.595978  -3.156793  -3.804271  0.166
C  0.171403  -4.714360  0.960452  -0.135
H  -0.215870  3.007564  1.161332  -0.245
H  -1.063627  -0.527240  -5.187604  0.355
C  -3.751444  4.670750  -5.042649  -0.617
H  3.028154  0.830592  1.851951  0.076
H  -4.608177  6.795816  -6.175296  0.333
H  -3.050256  6.765752  -6.911121  0.288
H  -3.769696  3.428745  6.324458  0.402
H  0.145168  -1.436741  0.184840  0.012
H  -6.377018  -2.794083  -9.949886  0.312
C  0.016346  -2.688720  -5.949412  -0.706
O  6.430112  -4.814974  -4.361990  -0.547
H  3.166934  0.477741  10.874369  0.368
H  0.401879  6.019403  -2.252965  0.345
H  0.956358  6.715406  0.447865  0.307
O  1.419383  -2.638654  -1.257624  0.697
H  -4.041729  3.488656  4.629736  0.242
O  3.987248  3.438024  9.711014  -0.357
O  -1.791030  4.854807  5.392257  -0.567
C  -3.937273  -0.333939  -1.855739  -0.961
H  2.736297  -0.616376  0.910767  0.152
H  1.221677  -5.005361  0.941945  0.246
H  0.743128  -0.285160  7.125128  0.305
H  1.243908  2.394781  4.873088  0.258
C  -4.576801  4.154623  0.829317  -0.616
H  4.683730  0.889292  10.418099  0.407
C  0.752559  2.507477  1.148420  -0.661
H  -2.665806  -2.777599  2.546539  0.365
H  1.380426  1.379339  -1.378460  0.153
H  -1.162707  -2.520426  -2.093357  0.695
H  -1.414357  1.152838  0.325720  -0.292
H  -5.454600  -1.020523  -8.571013  0.339
C  1.277345  1.371282  5.246480  -0.406
H  0.383771  -5.500964  -2.858221  0.008
H  0.192194  -2.619016  -7.022878  0.377
C  -3.646776  3.187968  -4.755369  -0.378
H  -1.412874  -3.251788  4.532891  0.450
C  0.939556  -2.316946  -2.570068  -0.308
H  1.051347  -8.196367  -2.835682  0.329
O  -0.429195  -4.690741  2.231100  -0.677
C  -1.699882  -1.120083  -5.844724  -1.052
O  2.054616  -0.596615  2.813394  0.262
H  5.928641  -4.135430  -1.145121  0.085
H  0.989847  2.175201  2.159054  0.116
H  -7.958219  -2.608915  -9.282465  0.294
H  3.279019  0.055076  -1.627749  -0.586
H  -1.908700  2.707962  -2.508175  0.143
C  -4.040705  -0.707349  2.129875  -0.852
H  1.926041  -6.238098  -2.837486  0.040
H  1.428326  3.251289  0.726294  0.299
O  -3.882223  4.844276  -6.466993  -0.330
H  -5.011018  3.194487  1.108049  0.314
N  3.377115  0.903414  8.838090  -0.361
H  1.001917  -3.358339  4.441620  0.513
H  1.001561  -1.672266  4.863406  0.076
C  2.996536  -0.257584  1.906588  -1.064
H  -1.635184  -1.091600  0.082881  0.181
H  5.885837  -5.190146  2.096415  0.285
H  3.481172  2.038403  -0.149977  0.038
C  -6.999582  -3.097536  -9.108208  -0.731
C  5.963477  -4.757403  -2.039561  -0.712
H  3.743187  2.811404  11.620978  0.466
H  4.003103  -0.629932  2.097016  0.534
C  -5.340163  -1.131739  -6.373441  -0.533
O  0.684053  1.353594  0.318364  1.234
H  -3.690013  1.862658  -3.178706  0.355
H  2.717457  5.041122  10.059870  0.331
N  -3.914589  -1.528221  -6.490626  -0.373
C  3.154842  1.039469  -2.079030  1.777
C  2.764283  -3.143383  -1.299887  -0.245
C  5.598210  -2.791670  -3.579962  -1.082
H  4.194476  5.210852  10.932243  0.293
H  -0.119378  -1.046150  2.969757  -0.900
O  -4.340655  4.083599  -0.530824  -0.502
H  -4.201669  0.314474  1.786270  -0.029
C  6.502227  -3.994483  -3.243423  0.342
C  6.329317  -4.194953  2.128235  -0.758
H  2.057332  0.832316  4.708662  0.520
H  3.094128  -2.300727  3.481499  0.470
H  1.303196  1.245794  9.070687  0.306
N  -0.564418  -0.541137  -1.660292  0.554
H  -2.340169  5.281699  4.730578  0.358
C  3.741365  0.919675  -3.499036  -1.748
H  5.927273  -2.101203  -4.356541  0.468
C  -1.883019  3.457086  5.262277  0.111
O  1.796472  1.258538  -2.235143  -0.636
H  -3.673800  4.161937  1.439766  0.084
H  0.998854  -6.341756  -4.307447  0.352
H  1.540862  -1.473184  -2.908585  -0.139
O  -2.844080  -0.759629  2.860259  0.005
H  2.929936  -4.108216  -1.779226  -0.275
C  1.974170  0.472354  8.696945  -0.775
C  -1.224983  3.085770  3.903365  -0.016
H  1.009013  -3.181997  -3.229595  0.382
C  -3.158517  -0.922644  -5.411514  0.446
H  -4.446156  2.614940  -5.225184  0.309
C  -3.385859  3.045407  5.379036  -1.252
H  -7.088411  -4.183903  -9.113453  0.244
O  -1.315151  -2.452331  -5.614643  -0.346
H  0.047251  4.852172  -0.992932  -0.178
H  -4.664905  5.090077  -4.620904  0.407
H  -3.425763  0.127549  -5.294126  -0.332
H  6.154657  -3.814921  3.134802  0.308
H  1.691028  5.499719  -1.254200  0.242
H  -0.270654  3.612396  3.899043  0.201
H  -2.112725  0.186330  -2.055168  0.183
H  4.821414  0.822495  -3.388789  0.426
H  3.468073  1.826094  8.437469  0.358
C  -2.756959  3.374026  -2.350331  -0.740
O  5.758531  -3.334800  1.166014  -0.379
H  -4.505738  6.145354  -7.813071  0.264
H  -3.535048  1.966729  5.427026  0.289
C  3.783646  2.166418  -1.189309  -1.064
H  -1.280017  3.009274  6.052175  0.333
H  -3.950814  -1.302511  1.221138  0.366
H  7.077839  -5.492759  -4.155463  0.352
H  3.340701  -2.407716  -1.860799  -0.050
H  0.093919  -3.716981  0.527631  -0.211
C  -1.383456  -2.222298  4.175997  -0.875
H  3.396827  0.069682  -4.088026  0.301
H  3.444895  3.150959  -1.511838  0.241
H  2.269203  2.674027  10.586852  0.283
H  0.391999  0.785200  4.999960  -0.136
H  -2.893816  5.196702  -4.623172  0.384
H  -1.807205  3.476343  3.068751  0.113
H  -3.410188  -1.480422  -4.509496  0.191
O  -2.950895  0.450930  -2.441257  -0.111
C  -3.233685  3.286541  -0.866342  0.270
O  0.336462  -7.555841  -2.819519  -0.528
H  3.173083  -3.177101  -0.290013  0.150
H  -0.911598  -1.495925  -3.467102  -0.734
C  -6.062823  -1.342904  -7.725884  -0.738
H  -5.473476  -0.095149  -6.063902  0.296
N  -3.803284  2.862311  -3.267934  0.310
C  -3.988026  6.212871  -6.856239  -0.764
H  0.258139  0.014631  -1.846365  -0.204
H  -1.168810  1.997900  3.865095  -0.239
H  -3.562598  -2.352051  4.020673  0.513
H  -3.787549  -1.391675  -2.072202  0.322

Cartesian forces (eV/Å) of the 6 atoms listed first:
C 0.642 1.490 0.282
H 0.295 0.148 -0.448
C 0.932 1.598 -0.624
H 0.059 0.239 0.313
H 0.042 -0.339 -0.093
H -0.783 0.337 -0.246

The total energy comes out at -3375.23253 Ha. The total charge is +1. Its spin multiplicity is 2.